16
Properties=species:S:1:pos:R:3:lowdin_charge:R:1 method="wB97M-V/def2-TZVPD" charge=0 gap_ev=10.49 e_homo_ev=-9.54 multiplicity=1 largest_force_ha_per_bohr=0.043 relative_energy_ev=3.404
C -1.00 -0.06 1.17 -0.09
C -1.24 0.21 -0.31 -0.30
N -0.79 1.50 -0.87 0.06
C 0.00 0.29 -1.12 -0.28
C 1.23 0.24 -0.24 -0.13
C 1.69 -1.10 0.21 -0.24
O 0.89 -1.96 0.54 0.02
H -0.93 0.89 1.73 0.10
H -1.77 -0.64 1.64 0.07
H -0.20 -0.87 1.17 0.06
H -2.11 -0.25 -0.75 0.13
H -1.33 1.73 -1.70 0.09
H 0.04 -0.12 -2.13 0.14
H 0.73 0.46 0.74 0.10
H 2.04 0.94 -0.49 0.12
H 2.75 -1.24 0.45 0.12